# 1
{
  "formula": "C24H45ClP2Tc",
  "method": "the ωB97M-V functional and the def2-TZVPD basis",
  "symbols": ["Tc", "C", "C", "C", "C", "C", "C", "H", "H", "H", "C", "H", "H", "H", "C", "H", "H", "H", "C", "H", "H", "H", "C", "H", "H", "H", "C", "C", "C", "C", "C", "C", "C", "C", "H", "H", "H", "H", "H", "H", "H", "H", "H", "H", "H", "H", "P", "C", "H", "H", "H", "C", "H", "H", "H", "C", "H", "H", "H", "P", "C", "H", "H", "H", "C", "H", "H", "H", "C", "H", "H", "H", "Cl"],
  "xyz": [[0.49664, 0.19207, 2.13352], [1.26183, -2.87915, 0.51762], [0.18881, -3.32966, 1.34265], [-0.71029, -1.98520, -0.31045], [0.70597, -2.05217, -0.51117], [-1.02261, -2.74974, 0.86104], [2.68046, -3.21668, 0.71096], [3.00141, -3.07384, 1.75418], [3.30798, -2.57028, 0.08975], [2.87863, -4.26181, 0.42286], [1.42779, -1.43118, -1.63775], [2.50871, -1.55848, -1.51390], [1.23317, -0.35165, -1.71629], [1.11205, -1.87082, -2.59871], [-1.66558, -1.27806, -1.18257], [-1.81109, -1.84043, -2.12177], [-1.32042, -0.26667, -1.44763], [-2.64144, -1.15078, -0.69337], [-2.36341, -2.87462, 1.46275], [-2.35843, -3.54367, 2.33272], [-3.06316, -3.29468, 0.72361], [-2.77451, -1.90644, 1.79912], [0.29822, -4.27806, 2.45766], [0.02672, -5.29291, 2.12078], [-0.42246, -4.06049, 3.25297], [1.30647, -4.24235, 2.89311], [1.26040, 2.09771, 1.86163], [1.80456, 1.54194, 3.07708], [1.33123, 1.97189, 4.44583], [-0.13715, 1.58349, 4.76757], [-0.75407, 0.61146, 3.78002], [-1.34144, 1.06392, 2.54015], [-1.28044, 2.54053, 2.20287], [0.13793, 3.11404, 1.92189], [1.45191, 3.05723, 4.57078], [-0.74864, 2.49418, 4.89826], [2.01919, 1.50901, 5.17329], [0.36991, 3.94780, 2.61096], [1.97432, 2.22148, 1.02824], [2.87716, 1.28464, 3.11786], [0.07937, 3.56527, 0.92285], [-1.89650, 2.69526, 1.30492], [-2.26444, 0.52961, 2.25243], [-1.73363, 3.15765, 2.99230], [-0.13656, 1.06689, 5.73818], [-1.22442, -0.24455, 4.30033], [3.80538, 0.84845, -2.89185], [5.00120, 0.03779, -4.06019], [5.79571, 0.73200, -4.36154], [4.46921, -0.29411, -4.95833], [5.45572, -0.83226, -3.57649], [3.47471, 2.26145, -4.04136], [4.40847, 2.72557, -4.38521], [2.86412, 3.00885, -3.52481], [2.91970, 1.89074, -4.91086], [5.10191, 1.69673, -1.88862], [5.84442, 2.19402, -2.52848], [5.60264, 0.94893, -1.26089], [4.61804, 2.43901, -1.24241], [-4.09335, 0.39440, -2.26271], [-5.67434, -0.47455, -1.84592], [-6.53306, 0.02712, -2.31209], [-5.80398, -0.48627, -0.75806], [-5.62108, -1.50703, -2.21114], [-4.71863, 2.10565, -1.97237], [-5.67458, 2.26789, -2.48860], [-3.97818, 2.82119, -2.34961], [-4.85286, 2.26192, -0.89586], [-4.42691, 0.40557, -4.08689], [-5.38505, 0.89313, -4.30644], [-4.45836, -0.62198, -4.46370], [-3.62599, 0.94814, -4.59849], [1.41497, -1.33409, 3.53381]],
  "atomic_forces_ev_per_a": [[0.30, -1.42, -0.14], [-0.23, 0.03, 0.03], [-0.29, -0.05, -0.16], [0.44, -0.09, 0.29], [-0.34, -0.12, -0.04], [0.23, 0.47, -0.19], [0.52, 0.19, -0.14], [-0.21, -0.21, -0.24], [-0.01, -0.25, 0.09], [-0.04, 0.22, 0.14], [0.31, -0.04, 0.12], [-0.33, 0.09, -0.30], [0.00, -0.23, -0.01], [0.11, 0.09, 0.25], [-0.13, 0.02, 0.41], [-0.02, 0.26, 0.23], [-0.02, -0.38, -0.07], [0.41, -0.21, -0.29], [-0.40, -0.41, 0.32], [-0.01, 0.18, -0.28], [0.06, 0.20, 0.19], [0.15, -0.24, -0.28], [0.03, -0.08, 0.51], [0.38, 0.15, 0.01], [0.12, 0.11, -0.10], [-0.33, -0.36, -0.19], [1.22, 0.37, 0.99], [0.24, 1.39, -0.17], [-0.01, -0.24, 0.56], [0.54, -0.14, 0.67], [-1.12, 0.88, 0.06], [-0.60, -0.14, 1.75], [-0.27, 0.43, -0.70], [-0.38, 0.45, -0.87], [0.11, -0.20, -0.21], [0.05, -0.47, -0.26], [-0.44, 0.17, -0.21], [0.10, -0.57, -0.15], [-0.41, -0.36, 0.22], [-0.64, -0.40, -0.56], [0.12, 0.05, 0.32], [0.18, 0.02, 0.31], [0.64, 0.11, -0.29], [-0.10, -0.48, -0.05], [-0.04, 0.34, -0.23], [0.52, 0.11, -0.80], [1.25, 0.76, -1.09], [-0.25, -0.49, 0.18], [-0.23, -0.09, 0.13], [0.12, -0.04, 0.15], [0.02, 0.04, -0.19], [-0.49, -0.02, 0.20], [-0.21, -0.15, 0.13], [0.06, 0.03, -0.22], [0.05, 0.16, 0.14], [-0.21, -0.12, 0.39], [-0.24, -0.14, 0.20], [0.01, 0.26, -0.04], [0.24, -0.06, -0.02], [-1.68, 0.68, -1.03], [0.27, -0.20, 0.31], [0.24, -0.13, 0.13], [-0.16, -0.09, -0.15], [-0.11, 0.14, 0.14], [0.30, 0.09, 0.24], [0.25, -0.04, 0.18], [-0.20, -0.01, 0.13], [-0.02, 0.14, -0.17], [0.48, -0.10, -0.03], [0.20, -0.13, 0.10], [0.06, 0.17, -0.04], [-0.15, -0.11, -0.08], [0.01, 0.21, -0.21]],
  "e_homo_ev": [-13.3, -13.3],
  "gap_ev": [5.1, 4.5],
  "relative_energy_kj_mol": 43.1,
  "charge": 2,
  "multiplicity": 4
}



# 2
{
  "formula": "C24H45F4N7O4P2",
  "method": "the ωB97M-V functional and the def2-TZVPD basis",
  "symbols": ["C", "C", "C", "F", "N", "C", "O", "C", "C", "C", "C", "C", "F", "F", "F", "C", "C", "C", "O", "H", "H", "H", "H", "H", "H", "H", "H", "H", "O", "P", "N", "C", "C", "N", "C", "C", "N", "C", "C", "H", "H", "H", "H", "H", "H", "H", "H", "H", "H", "H", "H", "H", "H", "H", "H", "H", "H", "O", "P", "N", "C", "C", "N", "C", "C", "N", "C", "C", "H", "H", "H", "H", "H", "H", "H", "H", "H", "H", "H", "H", "H", "H", "H", "H", "H", "H"],
  "xyz": [[8.54886, -2.99330, 2.03400], [7.05740, -2.99596, 2.45897], [6.29768, -1.86894, 1.77169], [6.95468, -0.67407, 2.10613], [4.91131, -1.74139, 2.14952], [3.92820, -1.68226, 1.13172], [3.90410, -0.96703, 0.16246], [2.85951, -2.67877, 1.53899], [1.74525, -3.12370, 0.87669], [0.92557, -4.04706, 1.49678], [1.25671, -4.52969, 2.75210], [0.35715, -5.56328, 3.42071], [0.94877, -6.05148, 4.52709], [0.11977, -6.60986, 2.61712], [-0.79842, -4.98782, 3.77740], [2.37588, -4.09165, 3.44381], [3.14924, -3.15607, 2.81395], [4.40495, -2.42703, 3.27165], [4.78954, -2.44450, 4.41429], [8.96677, -2.05547, 2.41993], [8.68537, -3.08080, 0.95302], [9.07321, -3.77796, 2.59194], [6.58775, -3.96376, 2.22285], [7.06985, -2.90287, 3.54996], [6.41052, -1.95929, 0.68362], [1.48723, -2.73595, -0.10559], [0.01590, -4.41259, 1.02777], [2.64582, -4.42908, 4.43888], [-1.98113, -2.51427, 1.33545], [-3.06968, -1.56355, 0.87959], [-4.42721, -2.50006, 1.31921], [-5.58455, -2.83633, 0.52306], [-4.49899, -3.05321, 2.66018], [-2.73104, -1.68446, -0.82519], [-3.26140, -2.77893, -1.61329], [-1.32156, -1.48386, -1.14492], [-4.08092, -0.18079, 0.54150], [-4.74911, 0.41941, 1.71058], [-3.57693, 0.88431, -0.34466], [-6.48467, -2.90141, 1.14389], [-5.45272, -3.80674, 0.03184], [-5.80166, -2.08614, -0.23754], [-5.17120, -2.45669, 3.29253], [-3.52307, -3.06652, 3.14398], [-4.86449, -4.08400, 2.64722], [-3.06248, -3.76036, -1.15894], [-2.82551, -2.77498, -2.61431], [-4.33359, -2.66759, -1.77138], [-0.72179, -2.38339, -0.95571], [-0.90070, -0.66898, -0.54945], [-1.20966, -1.20087, -2.19442], [-5.81537, 0.53228, 1.49885], [-4.33993, 1.39948, 1.96645], [-4.64747, -0.19788, 2.60233], [-3.59124, 0.56571, -1.38335], [-2.56362, 1.18192, -0.08129], [-4.21388, 1.77031, -0.30199], [-1.41274, 2.81352, -2.95684], [-0.92283, 4.21434, -2.64704], [-0.08819, 4.52344, -4.10192], [1.25543, 5.02457, -4.27867], [-0.76038, 4.28479, -5.36668], [0.15468, 3.75666, -1.35742], [1.49544, 3.27667, -1.63652], [-0.48216, 2.89756, -0.36742], [-0.74892, 5.88174, -2.15067], [-1.48549, 6.86705, -2.96414], [-0.86560, 6.23379, -0.72484], [1.32722, 5.65323, -5.17270], [1.96727, 4.20055, -4.39759], [1.58124, 5.65079, -3.44797], [-1.11500, 5.22852, -5.80388], [-1.62655, 3.63548, -5.24683], [-0.09438, 3.80149, -6.08697], [1.50702, 2.47371, -2.38599], [1.96266, 2.89600, -0.72623], [2.14271, 4.08773, -1.96884], [-0.53991, 1.85486, -0.70371], [-1.49926, 3.24081, -0.15737], [0.06675, 2.93225, 0.57784], [-0.80577, 7.66821, -3.26463], [-2.32581, 7.30876, -2.42377], [-1.90110, 6.42304, -3.86763], [0.02491, 5.93140, -0.17974], [-1.73973, 5.77324, -0.26047], [-0.94447, 7.31506, -0.59899]],
  "atomic_forces_ev_per_a": [[-0.55, 0.32, 0.79], [0.64, -0.49, -0.05], [0.96, 0.83, 0.67], [-0.13, -0.11, -0.15], [0.54, -0.27, -0.36], [-1.34, -0.37, -0.34], [0.67, -0.54, 0.57], [0.43, 0.08, 0.62], [-0.44, 0.52, -0.93], [-0.27, -0.37, 0.09], [-0.20, -0.68, 0.55], [0.92, 0.73, -0.22], [-0.33, -0.06, 0.07], [-0.38, 0.10, 0.02], [-0.17, -0.47, -0.01], [0.12, 0.16, 0.41], [1.04, 1.32, -0.89], [-1.50, -1.33, 1.04], [0.62, 0.32, -0.91], [0.08, -0.12, -0.49], [0.13, -0.03, 0.20], [-0.11, -0.07, -0.46], [0.01, 0.27, -0.04], [-0.43, 0.21, -0.24], [-0.46, 0.06, 0.17], [0.07, -0.06, 0.14], [0.16, 0.19, -0.05], [-0.18, -0.08, -0.15], [0.74, 2.72, 2.17], [-2.60, -4.37, -4.37], [0.13, 0.15, 0.56], [-0.33, 0.46, -0.12], [0.31, -0.15, 0.12], [0.28, 0.53, -0.66], [-0.40, -0.14, 0.22], [0.02, 0.08, 0.25], [1.80, 1.05, 1.91], [-0.20, -0.07, 0.22], [-0.03, 0.05, -0.53], [0.09, 0.03, 0.10], [-0.05, 0.00, -0.01], [0.17, 0.02, -0.02], [-0.11, -0.11, -0.02], [0.06, 0.02, -0.16], [-0.01, 0.01, -0.04], [-0.03, -0.06, -0.07], [0.20, 0.12, 0.11], [-0.04, -0.10, 0.12], [0.06, 0.02, 0.03], [0.03, -0.07, 0.01], [-0.11, -0.02, -0.01], [0.03, 0.06, -0.02], [0.03, -0.01, -0.09], [-0.10, -0.14, -0.10], [0.18, -0.20, 0.09], [-0.02, 0.13, -0.08], [-0.08, -0.12, 0.35], [-3.20, 1.73, 0.31], [6.41, -1.77, -0.59], [-0.52, 0.07, -0.23], [0.07, 0.54, 0.19], [-0.18, -0.32, -0.02], [0.12, 0.24, 0.91], [0.15, 0.19, -0.43], [-0.19, 0.02, -0.13], [-2.82, -0.35, 0.13], [-0.02, 0.11, -0.29], [0.32, 0.01, 0.35], [-0.13, -0.03, -0.01], [0.03, 0.03, -0.01], [-0.08, -0.11, 0.11], [0.12, 0.00, -0.10], [0.07, -0.04, 0.15], [0.03, 0.01, 0.03], [0.08, -0.03, 0.01], [-0.23, -0.05, 0.07], [-0.03, -0.02, -0.16], [-0.07, -0.01, 0.03], [0.00, -0.06, -0.03], [0.10, 0.05, -0.07], [-0.03, 0.02, 0.06], [0.05, -0.03, 0.07], [0.19, -0.04, -0.05], [-0.05, -0.25, -0.10], [-0.01, 0.11, 0.11], [-0.14, -0.01, -0.29]],
  "e_homo_ev": -8.1,
  "gap_ev": 7.7,
  "smiles": "CC[C@H](F)N1C(=O)c2ccc(C(F)(F)F)cc2C1=O.CN(C)P(=O)(N(C)C)N(C)C.CN(C)P(=O)(N(C)C)N(C)C"
}



# 3
{
  "formula": "C24H45GaN2O21P3",
  "method": "the ωB97M-V functional and the def2-TZVPD basis",
  "symbols": ["N", "P", "Ga", "N", "P", "P", "O", "O", "O", "H", "H", "H", "H", "H", "H", "H", "H", "H", "C", "C", "C", "O", "C", "O", "O", "H", "H", "H", "H", "H", "H", "C", "C", "C", "O", "C", "O", "O", "H", "H", "H", "H", "H", "H", "C", "C", "C", "O", "C", "O", "O", "H", "H", "H", "H", "H", "H", "C", "C", "C", "O", "C", "O", "O", "H", "H", "H", "H", "H", "H", "C", "C", "C", "O", "C", "O", "O", "H", "H", "H", "H", "H", "H", "C", "C", "C", "O", "C", "O", "O", "H", "H", "H", "H", "H", "H"],
  "xyz": [[1.64961, -0.31207, 2.14279], [2.21468, -1.82339, 2.02054], [0.57258, -3.33764, 1.11794], [-0.17274, -4.30706, 2.59971], [-1.04621, -1.91392, 0.14765], [-2.37584, -1.49993, 1.75220], [-3.39662, -2.46419, 2.02689], [-1.42703, -1.21214, 2.97010], [-3.09273, -0.10693, 1.50844], [2.22582, 0.32483, 1.61048], [2.62366, -2.27946, 3.30730], [3.42718, -1.87368, 1.28711], [1.15395, -4.28417, 0.04620], [-0.59533, -3.67336, 3.26951], [0.56660, -4.77401, 3.11457], [-1.78611, -2.63359, -0.78912], [-0.59399, -0.76581, 2.66703], [-2.55079, 0.62957, 1.83918], [-0.81705, 5.72700, -0.29579], [-0.94336, 4.22718, -0.28028], [-1.31030, 3.61921, 1.05205], [-0.73136, 2.31055, 0.95593], [0.31814, 2.37167, 0.10923], [1.11684, 1.52433, -0.07461], [0.33123, 3.59538, -0.52613], [-0.38225, 6.06201, -1.23665], [-1.79805, 6.18638, -0.17879], [-0.16672, 6.06810, 0.51069], [-1.63271, 3.89759, -1.06150], [-2.38080, 3.55185, 1.21424], [-0.84070, 4.14571, 1.88714], [-6.09932, 0.36101, 5.01608], [-6.59392, 1.00123, 3.74809], [-6.69200, 0.08414, 2.54508], [-6.51235, 1.01291, 1.45627], [-5.77569, 2.03536, 1.91266], [-5.28276, 2.87810, 1.22200], [-5.65356, 1.98452, 3.25307], [-5.89015, 1.11940, 5.76900], [-6.85005, -0.32366, 5.40818], [-5.17725, -0.19082, 4.83348], [-7.54325, 1.51644, 3.92189], [-7.64784, -0.42279, 2.45611], [-5.88059, -0.64576, 2.50568], [2.26418, 2.55870, -2.92073], [1.50100, 2.89426, -4.16934], [2.27430, 2.81513, -5.46739], [1.57767, 3.76279, -6.29787], [1.01154, 4.68495, -5.48044], [0.51499, 5.69959, -5.85327], [1.09827, 4.29038, -4.19349], [1.68605, 2.81232, -2.04203], [2.49283, 1.49476, -2.88406], [3.19869, 3.12292, -2.87442], [0.59137, 2.29172, -4.22891], [2.26133, 1.83077, -5.92519], [3.30574, 3.15404, -5.35214], [-7.79246, 6.00857, -0.94667], [-7.78068, 6.32184, 0.52447], [-7.87597, 5.12921, 1.44909], [-8.49026, 5.70805, 2.61714], [-9.22600, 6.77080, 2.21496], [-9.99552, 7.36199, 2.90006], [-8.96009, 7.06251, 0.91814], [-7.89636, 6.92200, -1.53001], [-6.86554, 5.51323, -1.23145], [-8.63129, 5.35888, -1.19674], [-6.91019, 6.93303, 0.77564], [-6.91174, 4.69393, 1.69302], [-8.53941, 4.35492, 1.05839], [5.69175, -7.76415, -2.16736], [4.85898, -6.63580, -1.62792], [3.82017, -7.00284, -0.59507], [2.84362, -5.96453, -0.75655], [2.91385, -5.53158, -2.04241], [2.14821, -4.81022, -2.58344], [4.02357, -6.05481, -2.64807], [6.28369, -7.42452, -3.01818], [6.36510, -8.13223, -1.40059], [5.06507, -8.58511, -2.52196], [5.50554, -5.84158, -1.24249], [4.20229, -6.99746, 0.42183], [3.34739, -7.96524, -0.80398], [10.41136, -3.73937, -1.52251], [9.05863, -4.31320, -1.20077], [8.51157, -3.98729, 0.17432], [7.65905, -5.11539, 0.42650], [8.13928, -6.16500, -0.27652], [7.75271, -7.28317, -0.15753], [9.10148, -5.75931, -1.13613], [10.79519, -4.16564, -2.44754], [10.34308, -2.65875, -1.63799], [11.12648, -3.96717, -0.73167], [8.33581, -4.04259, -1.97432], [7.93993, -3.06540, 0.21539], [9.29291, -3.96909, 0.93655]],
  "atomic_forces_ev_per_a": [[-0.04, -0.55, 0.24], [-0.92, 0.81, -0.10], [-0.47, -0.60, 0.42], [0.22, 0.16, -0.01], [1.21, 1.14, -0.48], [0.98, -0.27, -1.25], [-2.31, -2.02, 0.80], [1.43, 0.77, 0.51], [-0.31, 1.87, 0.07], [-0.20, 0.23, 0.06], [0.38, -0.28, -0.12], [0.23, -0.17, 0.18], [0.20, -0.08, -0.24], [-0.16, -0.01, 0.01], [0.03, -0.13, 0.03], [-0.48, -0.42, 0.26], [0.09, -0.16, 0.39], [-0.16, -0.19, -0.38], [0.28, 0.04, -0.01], [0.17, 0.20, -0.04], [-0.03, -0.09, -0.02], [-0.16, 0.01, 0.16], [-0.13, 0.44, -0.08], [0.21, 0.01, -0.20], [-0.34, -0.21, 0.26], [-0.08, -0.01, -0.06], [-0.03, 0.00, 0.00], [-0.02, -0.02, 0.04], [-0.03, -0.08, 0.01], [-0.11, -0.20, 0.01], [0.01, 0.05, -0.03], [0.33, 0.08, -0.01], [0.09, -0.22, 0.01], [0.10, -0.06, 0.00], [-0.17, -0.08, 0.03], [0.33, -0.16, -0.10], [-0.08, 0.18, 0.03], [-0.19, 0.10, 0.10], [-0.09, 0.03, 0.04], [-0.04, -0.02, -0.01], [-0.01, -0.05, -0.04], [0.00, 0.06, -0.04], [-0.08, 0.11, -0.15], [0.07, 0.01, 0.05], [0.24, 0.32, -0.02], [0.15, -0.01, 0.03], [-0.13, 0.04, -0.08], [0.11, -0.09, 0.05], [0.05, -0.08, 0.08], [-0.01, 0.04, -0.02], [-0.08, -0.13, -0.01], [-0.02, -0.11, -0.03], [-0.06, -0.04, -0.02], [0.02, -0.02, -0.08], [-0.06, 0.04, -0.04], [-0.10, 0.03, -0.12], [0.03, -0.01, 0.08], [-0.27, 0.07, -0.07], [-0.10, -0.12, -0.10], [0.12, 0.05, 0.14], [0.01, -0.07, -0.11], [0.10, -0.09, -0.12], [-0.05, 0.03, 0.04], [0.13, 0.04, 0.03], [0.08, 0.04, 0.00], [0.03, -0.03, 0.03], [0.01, -0.05, 0.02], [0.00, 0.03, 0.07], [0.00, 0.02, 0.17], [-0.01, 0.01, -0.08], [-0.26, -0.26, -0.41], [-0.03, -0.10, -0.11], [-0.03, 0.13, 0.21], [0.15, -0.17, -0.36], [0.28, -0.20, 0.14], [-0.13, 0.04, -0.05], [0.05, 0.09, 0.09], [0.08, 0.05, 0.06], [-0.10, -0.03, -0.09], [-0.10, 0.06, 0.03], [-0.04, 0.05, 0.05], [-0.07, 0.11, 0.05], [0.05, -0.04, -0.06], [0.17, -0.24, 0.06], [0.10, 0.04, 0.08], [-0.10, -0.04, -0.06], [0.06, 0.11, 0.05], [0.01, 0.10, 0.03], [0.35, 0.07, 0.25], [-0.08, 0.10, -0.06], [-0.05, 0.05, -0.07], [-0.03, 0.03, 0.00], [-0.01, 0.02, 0.04], [-0.06, -0.03, 0.00], [-0.16, -0.07, 0.01], [0.07, 0.02, -0.03]],
  "e_homo_ev": -4.1,
  "gap_ev": 5.9,
  "charge": -1
}



DFT total energy / a.u.: -2164.44488; -2707.86661; -5580.14891